Entry 1:
This record from the Open Molecules 2025 dataset describes a structure of composition C18H55HfO22S4 at a distorted geometry. The level of theory is the ωB97M-V functional and the def2-TZVPD basis.

As for the HOMO energy (spin up / spin down): -17.98 / -17.98 eV. The calculation puts the total energy at -109199.5204 eV. The value obtained for the gap between HOMO and LUMO (spin up / spin down) is 2.664 / 1.848 eV. As for the charge: +4. As for the spin multiplicity: 2.

Element x y z (Å)
Hf -2.4579 -0.9100 4.6665
C -2.3182 -1.2530 0.3196
C -1.1588 -0.8224 1.2182
C -0.5753 0.4660 0.5915
O -1.4296 -0.7324 2.5697
H -3.2123 -0.6735 0.5496
H -2.4929 -2.2991 0.5709
H -2.2268 -1.1332 -0.7599
H -0.3913 -1.5794 1.0564
H -1.3179 1.2032 0.2861
H 0.0117 0.2623 -0.3040
H 0.1219 0.8699 1.3255
O -2.1761 3.7357 2.8247
S -1.6902 4.5689 1.7240
O -2.4297 4.7637 0.4871
O -1.4049 6.0593 2.3479
C -1.1325 6.1608 3.6902
C 0.0858 7.0379 3.9232
C 0.0344 4.0775 1.2310
H -1.0956 5.2545 4.2946
H -2.0330 6.6503 4.0613
H 0.0911 7.5072 4.9069
H 0.1372 7.9421 3.3167
H 0.9524 6.3973 3.7592
H 0.5345 3.9968 2.1961
H 0.3482 4.9150 0.6079
H -0.1094 3.1431 0.6886
O -3.2917 1.4789 -2.9648
S -2.2579 1.3947 -4.0432
O -1.8634 0.0860 -4.5870
O -2.6605 2.4023 -5.2449
C -2.0877 2.2767 -6.4851
C -1.0527 3.3316 -6.7842
C -0.7686 2.3646 -3.5062
H -2.8452 2.2377 -7.2679
H -1.6348 1.2979 -6.6430
H -1.5802 4.2852 -6.7603
H -0.6464 3.2236 -7.7899
H -0.2522 3.4143 -6.0491
H -1.1192 3.3904 -3.6199
H 0.0660 2.1851 -4.1840
H -0.4188 2.1686 -2.4926
O 5.2980 1.0555 2.6841
S 4.5872 -0.1014 2.2048
O 4.9891 -0.7691 0.9662
O 4.6605 -1.2647 3.3764
C 4.2664 -2.5794 3.0333
C 4.8768 -3.5260 4.1012
C 2.6896 0.2370 2.3417
H 4.5841 -2.9988 2.0787
H 3.1919 -2.7578 3.0737
H 4.3825 -3.5689 5.0717
H 5.9474 -3.3273 4.1488
H 4.7711 -4.5375 3.7089
H 2.4275 1.2360 2.6903
H 2.3750 -0.4083 3.1619
H 2.1918 -0.0817 1.4258
O -0.0062 -6.1628 -1.9790
S 0.3670 -4.7519 -1.6642
O 1.0762 -4.4542 -0.4030
O 1.1778 -4.1436 -2.9775
C 0.6189 -4.5218 -4.1996
C 0.4533 -3.2873 -5.0233
C -1.0820 -3.5699 -1.7437
H -0.3340 -5.0505 -4.2264
H 1.3306 -5.2008 -4.6692
H 1.3748 -2.7395 -5.2204
H -0.2854 -2.5676 -4.6705
H 0.0800 -3.4339 -6.0368
H -1.8837 -3.8128 -1.0464
H -1.5354 -3.5159 -2.7335
H -0.6868 -2.6180 -1.3891
O -3.9906 -2.1628 3.3346
H -4.6206 -1.9054 2.6615
H -4.1854 -3.0842 3.5058
O -1.4464 1.3202 4.7548
H -0.6313 1.3864 5.2522
H -1.4951 2.1404 4.2637
O -1.4529 -3.1644 4.1983
H -1.7228 -4.0412 4.4714
H -0.7856 -3.3163 3.5291
O 0.6545 -3.9062 2.5661
H 1.4842 -4.3812 2.5195
H 0.4880 -3.6251 1.6664
O -5.2997 0.7075 1.1391
H -5.8338 0.2520 0.4883
H -4.8018 1.3500 0.6337
O -3.7167 0.7985 3.5151
H -4.2769 0.9085 2.7468
H -3.8346 1.6057 4.0157
C 3.8061 -0.8605 -1.6965
C 4.0632 -1.1084 -3.1374
O 2.7756 -0.7646 -3.6282
C 1.8698 -0.6598 -2.7525
O 0.6707 -0.3975 -2.9898
O 2.4261 -0.7959 -1.5813
H 4.2349 0.1216 -1.4974
H 4.1639 -1.6336 -1.0165
H 4.3716 -2.1460 -3.2659
H 4.9294 -0.5610 -3.5091

=====

Entry 2:
This record from the Open Molecules 2025 dataset describes a structure of composition C26H18Cl2N5O4PbS2 at a distorted geometry. The level of theory is the ωB97M-V functional and the def2-TZVPD basis.

As for the HOMO energy: -10.92 eV. The calculation puts the total energy at -94851.0317 eV. The value obtained for the gap between HOMO and LUMO is 7.762 eV. As for the charge: +1.

Element x y z (Å)
Pb -1.4086 -0.8039 1.8328
O -3.8454 3.2908 1.2001
C -3.2939 2.1546 1.6969
O -3.4652 1.0499 1.2566
C -2.4639 2.4120 2.8988
C -2.3613 3.6658 3.4374
C -1.5365 3.8122 4.5805
C -0.7638 2.8099 5.0001
C -0.8676 1.5913 4.3200
N -1.6605 1.3616 3.2755
C -0.1080 0.4364 4.9742
O 0.1236 0.4814 6.1463
O 0.1545 -0.7027 4.2876
H -4.2826 3.1497 0.3728
H -2.9435 4.5176 3.0891
H -1.5010 4.7542 5.1026
H -0.1169 2.8334 5.8362
Cl 1.3187 -3.0852 3.4354
C 2.3269 -1.8571 2.8140
C 3.6650 -2.2401 2.4908
C 4.5142 -1.2852 1.9272
C 4.0416 0.0133 1.7029
C 2.7435 0.3942 2.1231
Cl 2.3820 2.0508 2.1343
C 1.8386 -0.5845 2.6350
N 0.5030 -0.1949 2.8656
H 4.0371 -3.2756 2.7041
H 5.5075 -1.6569 1.6802
H 4.6838 0.7709 1.2776
S -0.3392 1.4558 -4.5939
C -0.5210 0.9783 -2.9285
C 0.1540 1.6745 -1.9555
C -0.1411 1.3985 -0.6083
N -0.9991 0.4513 -0.1965
C -1.5297 -0.3181 -1.1952
C -1.3269 -0.0956 -2.5095
C -0.7308 0.0059 -5.5017
C 0.3396 -0.7531 -5.9095
C 0.1453 -1.8374 -6.7113
N -1.1129 -2.2573 -7.0742
C -2.1202 -1.5006 -6.7193
C -1.9860 -0.3439 -5.9605
H 0.8701 2.4376 -2.1184
H 0.3046 1.9326 0.2370
H -2.2246 -1.1316 -0.8661
H -1.8556 -0.6361 -3.2840
H 1.3202 -0.5089 -5.5137
H 0.9953 -2.4408 -7.0158
H -3.1055 -1.8513 -7.0756
H -2.8133 0.2876 -5.7233
S 1.4327 -4.4266 -0.5760
C 2.1898 -2.9119 -0.9758
C 1.4144 -1.8734 -0.6308
N 0.2263 -2.2390 0.0410
C 0.1245 -3.5405 0.0606
H 3.1039 -2.9029 -1.5613
H 1.6061 -0.8174 -0.7967
H -0.6426 -4.0997 0.5652

=====

Entry 3:
This record from the Open Molecules 2025 dataset describes a structure of composition C33H39BrCl2N3O10PdSi. The level of theory is the ωB97M-V functional and the def2-TZVPD basis.

As for the HOMO energy (spin up / spin down): -3.52 / -6.42 eV. The calculation puts the total energy at -166250.6183 eV. The value obtained for the gap between HOMO and LUMO (spin up / spin down) is 5.049 / 6.958 eV. As for the charge: -1. As for the spin multiplicity: 3.

Element x y z (Å)
Pd -1.1006 0.4961 -0.2609
O -5.0611 -2.7708 5.1427
N -4.8711 -2.8472 3.9116
O -5.4021 -3.7456 3.2151
C -4.0369 -1.9050 3.3031
C -3.4459 -0.9287 4.1216
C -2.5324 -0.0051 3.6117
C -1.9235 1.0486 4.3522
C -1.0364 1.8910 3.7433
C -0.7056 1.7171 2.3904
N -1.2717 0.7530 1.6934
C -2.1701 -0.0802 2.2538
C -2.8153 -1.0206 1.3913
N -2.4737 -0.9520 0.0840
C -3.0962 -1.6768 -0.8289
C -4.0968 -2.5512 -0.4449
C -4.4393 -2.6836 0.8898
C -3.7863 -1.9151 1.8715
H -3.7176 -0.9053 5.1661
H -2.1778 1.1707 5.3983
H -0.5668 2.6972 4.2903
H 0.0247 2.3293 1.8806
H -2.7880 -1.5287 -1.8529
H -4.6140 -3.1227 -1.2029
H -5.2104 -3.3697 1.1924
Br -2.4485 4.5627 -6.7672
C -1.8968 2.8819 -6.0693
C -1.7138 1.8193 -6.9406
C -1.3186 0.5922 -6.4256
C -1.1168 0.4372 -5.0612
C -1.3001 1.5170 -4.2074
C -1.6914 2.7515 -4.7096
C -1.0884 1.3847 -2.7274
O -1.0311 2.3834 -2.0207
O -1.0063 0.1706 -2.2554
H -1.8774 1.9519 -8.0020
H -1.1769 -0.2460 -7.0980
H -0.8175 -0.5164 -4.6439
H -1.8331 3.5735 -4.0219
C 1.4933 -2.2345 -1.7948
C 2.7655 -1.3898 -1.8690
C 3.9647 -2.2847 -2.1394
C 2.6174 -0.3419 -2.9714
O 3.0432 -0.7125 -0.6395
Si 1.9891 -0.0087 0.4193
O 0.8872 0.8868 -0.3291
O 2.9578 0.8406 1.4373
C 3.8649 1.9149 1.1553
C 5.2779 1.3443 1.2328
C 3.6110 2.5338 -0.2185
C 3.6467 2.9602 2.2420
O 1.2387 -1.1785 1.3204
C 1.7283 -1.9745 2.4102
C 3.1768 -2.4164 2.1817
C 1.6287 -1.1730 3.7081
C 0.8184 -3.1955 2.4709
H 1.3329 -2.7387 -2.7512
H 0.6286 -1.6039 -1.5922
H 1.5661 -2.9877 -1.0057
H 3.8343 -2.8207 -3.0833
H 4.0844 -3.0133 -1.3336
H 4.8760 -1.6834 -2.1959
H 2.4783 -0.8222 -3.9443
H 3.5107 0.2877 -3.0133
H 1.7520 0.2906 -2.7573
H 5.3985 0.5703 0.4698
H 5.4401 0.8929 2.2152
H 6.0247 2.1274 1.0726
H 3.8093 1.8043 -1.0082
H 4.2591 3.4002 -0.3673
H 2.5670 2.8479 -0.3034
H 3.7413 2.4986 3.2275
H 2.6452 3.3876 2.1503
H 4.3832 3.7623 2.1524
H 3.8341 -1.5472 2.0905
H 3.2609 -3.0039 1.2643
H 3.5109 -3.0275 3.0227
H 2.1150 -0.2055 3.5747
H 2.1152 -1.7083 4.5278
H 0.5819 -1.0052 3.9742
H 0.7314 -3.6400 1.4764
H -0.1834 -2.9194 2.8111
H 1.2241 -3.9427 3.1580
Cl -4.4134 4.1242 -2.2321
C -4.8125 2.9361 -0.9709
Cl -4.9742 3.7349 0.6084
C -3.7735 1.7786 -1.0076
O -3.8409 1.0540 -1.9932
O -3.0028 1.7108 0.0068
H -5.7825 2.5326 -1.2217

=====

Entry 4:
This record from the Open Molecules 2025 dataset describes a structure of composition C34H55BCdN8O4S3Se2 at a distorted geometry. The level of theory is the ωB97M-V functional and the def2-TZVPD basis.

As for the HOMO energy: -6.71 eV. The calculation puts the total energy at -224701.7986 eV. The value obtained for the gap between HOMO and LUMO is 6.078 eV. As for the charge: 0.

Element x y z (Å)
Cd 2.4383 -2.1235 0.9505
C -2.0734 -3.3784 1.6675
C -2.0016 -2.1041 0.9161
C -2.8768 -1.7722 -0.0728
C -2.7960 -0.4871 -0.6682
N -1.8452 0.3443 -0.3567
N -0.9209 0.0115 0.5556
B 0.0481 1.1437 0.9024
N 0.8761 1.7119 -0.2251
N 0.2409 1.9223 -1.3827
C 0.8968 2.2684 -2.4511
C 2.3137 2.3362 -2.4605
C 2.9884 2.1488 -1.2948
C 4.4736 2.1682 -1.2086
C 2.2283 1.9205 -0.0984
S 2.9916 1.9668 1.3772
C 0.0684 2.5300 -3.6919
C -0.5245 1.1797 -4.1046
C 0.8904 3.0853 -4.8561
C -1.0264 3.5471 -3.3518
N 0.5400 1.3680 2.2871
N -0.5328 2.0825 1.9430
C -1.2877 2.7542 2.7761
C -0.7923 2.8611 4.0904
C 0.3638 2.2133 4.4677
C 0.9393 2.3591 5.8294
C 1.0280 1.3353 3.5563
S 2.3358 0.4245 3.9888
C -2.6323 3.2436 2.2985
C -3.2895 4.1899 3.3036
C -3.5105 1.9904 2.1352
C -2.4808 3.9337 0.9405
C -0.9765 -1.1589 1.2510
S 0.0642 -1.4580 2.5249
C -3.8784 -0.0555 -1.6355
C -3.7405 1.4205 -2.0022
C -3.7689 -0.9272 -2.8937
C -5.2504 -0.2692 -0.9766
H -2.9393 -3.9595 1.3689
H -1.1661 -3.9652 1.5025
H -2.1150 -3.1684 2.7339
H -3.6404 -2.4713 -0.3742
H 2.8486 2.5090 -3.3801
H 4.9125 2.3380 -2.1889
H 4.8051 2.9401 -0.5143
H 4.8198 1.2128 -0.8113
H 0.2737 0.5060 -4.4089
H -1.0372 0.7280 -3.2619
H -1.2134 1.3064 -4.9347
H 1.6167 2.3605 -5.2136
H 0.2191 3.3155 -5.6803
H 1.4078 3.9996 -4.5759
H -1.5350 3.2660 -2.4377
H -0.5857 4.5312 -3.2085
H -1.7506 3.6103 -4.1601
H -1.3212 3.4577 4.8139
H 0.3731 3.0715 6.4202
H 0.9567 1.3930 6.3282
H 1.9746 2.6893 5.7517
H -3.4951 3.6850 4.2444
H -2.6650 5.0586 3.4950
H -4.2376 4.5352 2.8997
H -3.4850 1.3722 3.0313
H -4.5400 2.2837 1.9500
H -3.1624 1.4019 1.2923
H -1.8872 4.8400 1.0386
H -1.9962 3.2673 0.2311
H -3.4627 4.1993 0.5563
H -2.7536 1.6093 -2.4019
H -4.4855 1.6917 -2.7478
H -3.8843 2.0492 -1.1273
H -2.8025 -0.7960 -3.3708
H -3.8737 -1.9811 -2.6509
H -4.5479 -0.6591 -3.6035
H -5.3057 0.2506 -0.0222
H -6.0303 0.1239 -1.6249
H -5.4555 -1.3218 -0.8046
O -0.6893 -2.6252 -2.7577
C -0.1872 -3.5546 -1.8307
C 1.2469 -4.0406 -2.1238
C 1.2269 -4.8395 -3.4559
O 0.8097 -4.0853 -4.5560
C 2.2297 -2.8798 -2.3236
Se 1.8806 -1.1734 -1.3690
C 1.7015 -5.0337 -1.0530
Se 1.4443 -4.5352 0.8439
H -0.1895 -1.8026 -2.6343
H -0.8652 -4.4116 -1.8557
H -0.2198 -3.1275 -0.8183
H 0.5769 -5.7178 -3.3287
H 2.2374 -5.1931 -3.6861
H 0.0146 -3.5978 -4.2800
H 2.2399 -2.5967 -3.3814
H 3.2402 -3.1802 -2.0371
H 2.7652 -5.2598 -1.1603
H 1.1468 -5.9701 -1.1586
C 6.8816 -2.7736 4.3699
O 6.4686 -2.4882 3.0466
C 5.1770 -2.4914 2.6954
O 4.8869 -2.3024 1.5338
N 4.2652 -2.7596 3.6640
N 2.9049 -2.7049 3.3534
H 7.9692 -2.7458 4.3369
H 6.5583 -3.7703 4.6867
H 6.5280 -2.0164 5.0767
H 4.5328 -2.7620 4.6416
H 2.4238 -1.9655 3.8712
H 2.4397 -3.6026 3.5056

=====

Entry 5:
This record from the Open Molecules 2025 dataset describes a structure of composition C38H50AsN8O8PPbS3. The level of theory is the ωB97M-V functional and the def2-TZVPD basis.

As for the HOMO energy: -2.77 eV. The calculation puts the total energy at -176407.3680 eV. The value obtained for the gap between HOMO and LUMO is 6.911 eV. As for the charge: -2.

Element x y z (Å)
Pb -0.3181 0.7520 -0.0918
O -3.7770 -2.8308 0.2183
C -3.1394 -1.7811 0.1019
N -1.8573 -1.6260 -0.2446
C -1.1856 -2.6509 -0.8131
O -1.5673 -3.4430 -1.6664
C 0.2373 -2.8103 -0.2795
C 0.9357 -3.9768 -0.5639
C 2.2025 -4.1404 -0.0330
C 2.7373 -3.1322 0.7544
C 1.9754 -1.9959 0.9707
N 0.7509 -1.8435 0.4804
C -3.8785 -0.4985 0.4493
C -5.2708 -0.5370 0.4429
C -5.9738 0.6091 0.7541
C -5.2678 1.7531 1.0931
C -3.8863 1.6949 1.0862
N -3.1974 0.6023 0.7575
H 0.4667 -4.7135 -1.2003
H 2.7733 -5.0386 -0.2384
H 3.7293 -3.2104 1.1796
H 2.3569 -1.1659 1.5558
H -5.7588 -1.4667 0.1884
H -7.0572 0.6171 0.7253
H -5.7708 2.6786 1.3365
H -3.2962 2.5646 1.3390
N -3.1128 -2.4930 -4.0313
C -3.1274 -1.1417 -3.6462
C -4.0377 -0.6931 -2.6886
C -4.0136 0.6261 -2.2789
C -3.0722 1.5023 -2.8040
C -2.1894 1.0798 -3.7855
C -2.2425 -0.2311 -4.2184
S -2.9524 3.1225 -2.1275
O -2.5060 4.0261 -3.1585
O -4.2207 3.4049 -1.4845
N -1.8121 2.8106 -1.0131
C -1.5438 3.7286 -0.0815
N -0.7920 3.2503 0.9449
C -0.4816 4.0694 1.9296
C -0.9039 5.3888 1.9583
C -1.6696 5.7900 0.8669
N -1.9924 5.0050 -0.1396
H -3.3220 -3.0818 -3.2329
H -2.1927 -2.7590 -4.3580
H -4.7233 -1.3981 -2.2323
H -4.6993 0.9911 -1.5248
H -1.4476 1.7614 -4.1816
H -1.5425 -0.5750 -4.9671
H 0.1246 3.6425 2.7259
H -0.6548 6.0572 2.7695
H -2.0382 6.8119 0.8027
C 3.2956 -2.8500 -3.6047
C 3.2058 -1.8667 -4.7601
C 1.9085 -2.0101 -5.5299
O 3.4480 -0.5436 -4.2735
P 2.3900 0.6197 -3.8361
S 1.5848 1.5286 -5.3502
S 1.1825 -0.1985 -2.4521
O 3.4493 1.6172 -3.1688
C 4.6296 1.3864 -2.4064
C 4.4130 0.4274 -1.2517
C 5.8019 0.9928 -3.2948
H 3.2118 -3.8742 -3.9779
H 2.4947 -2.6640 -2.8905
H 4.2517 -2.7449 -3.0880
H 4.0419 -2.0494 -5.4476
H 1.0688 -1.8021 -4.8699
H 1.8256 -3.0341 -5.9025
H 1.8629 -1.3123 -6.3638
H 4.8383 2.3800 -1.9926
H 4.1404 -0.5650 -1.6100
H 3.6019 0.7802 -0.6158
H 5.3309 0.3545 -0.6601
H 5.7033 -0.0342 -3.6413
H 6.7328 1.0956 -2.7305
H 5.8445 1.6470 -4.1656
O 1.6428 1.1480 3.1598
C 2.2083 1.7805 2.2683
C 3.3592 2.7545 2.5321
C 3.6950 3.2780 1.1438
C 2.5931 2.6701 0.2617
O 2.3810 3.0007 -0.8799
N 1.8746 1.7333 0.9702
H 4.1671 2.2213 3.0353
H 3.0066 3.5327 3.2116
H 4.6618 2.9345 0.7700
H 3.6680 4.3628 1.0485
C -3.4095 -1.7770 3.5583
C -1.9879 -2.2495 3.8427
As -0.6377 -0.8839 3.3541
C -0.9210 0.3437 4.8759
C -0.8198 -0.1569 6.3123
C 0.9707 -1.9288 3.8383
C 1.0083 -2.7778 5.1046
H -4.1442 -2.5548 3.7827
H -3.5313 -1.5004 2.5109
H -3.6637 -0.9010 4.1608
H -1.7577 -3.1297 3.2355
H -1.8917 -2.5491 4.8890
H -1.9193 0.7521 4.6892
H -0.2159 1.1568 4.7015
H -1.3124 -1.1209 6.4561
H -1.2846 0.5516 7.0051
H 0.2218 -0.2699 6.6151
H 1.7912 -1.2101 3.8194
H 1.1063 -2.5766 2.9677
H 1.0887 -2.1686 6.0040
H 1.8742 -3.4471 5.0855
H 0.1221 -3.4048 5.2087